(1)
16
Properties=species:S:1:pos:R:3 method="wB97M-V/def2-TZVPD" relative_energy_ev=1.9945 smiles="C=[NH+]C[N+](C)=C=N" total_charge=+2 homo_energy_ev=-19.8284 homo_lumo_gap_ev=10.486 e_lumo_ha=-0.34333
C 2.327 -1.155 0.141
N 1.376 -0.453 -0.230
C 0.308 0.048 0.764
N -0.991 0.139 0.029
C -1.418 1.441 -0.270
C -1.706 -0.853 -0.250
N -2.526 -1.709 -0.284
H 2.379 -1.892 1.018
H 3.152 -1.298 -0.553
H 1.339 -0.017 -1.117
H 0.502 1.081 1.071
H 0.225 -0.594 1.623
H -2.287 1.343 -0.900
H -1.609 2.021 0.643
H -0.582 1.900 -0.861
H -2.987 -2.545 -0.541

(2)
14
Properties=species:S:1:pos:R:3 method="wB97M-V/def2-TZVPD" smiles="NC(=O)C[P@@](O)(=S)S" homo_energy_ev=-9.0961 homo_lumo_gap_ev=9.518 e_lumo_ha=0.01550
N -2.370 -0.685 -0.765
C -1.135 -0.053 -0.619
O -0.690 0.455 -1.616
C -0.535 0.004 0.784
P 1.260 -0.029 0.413
O 1.844 0.234 1.859
S 1.716 -1.720 -0.371
S 1.750 1.808 -0.513
H -2.334 -1.474 -0.185
H -2.485 -0.907 -1.766
H -0.776 -0.711 1.481
H -0.865 0.882 1.249
H 2.617 0.822 1.874
H 2.003 1.373 -1.824